10
Properties=species:S:1:pos:R:3:forces:R:3:lowdin_charge:R:1 method="wB97M-V/def2-TZVPD" homo_energy_ev=-20.74 total_charge=+2 gap_ev=9.04 total_energy_ha=-442.90776 mol_weight_g_mol=172.76
Sn -4.407825 -19.393364 -22.034351 -0.054 1.429 0.201 1.913
O -4.131852 -16.878378 -20.854679 -0.255 -0.979 -0.200 -0.128
H -3.763790 -15.978573 -20.875510 0.195 -0.221 -0.276 0.107
H -4.795648 -16.864943 -20.152005 -0.047 0.206 -0.131 0.045
O -3.536762 -20.027721 -24.654699 -0.704 -0.323 1.005 -0.154
H -3.208528 -19.876961 -25.558204 0.057 0.318 0.217 0.103
H -4.001774 -20.877429 -24.710125 0.239 -0.001 -0.374 0.058
O -6.338407 -18.625499 -20.138367 0.588 -0.254 -0.230 -0.138
H -7.293621 -18.803232 -20.082689 0.129 0.019 -0.155 0.105
H -6.056343 -18.504120 -19.216331 -0.149 -0.193 -0.057 0.091



81
Properties=species:S:1:pos:R:3:forces:R:3:lowdin_charge:R:1 method="wB97M-V/def2-TZVPD" homo_energy_ev="-8.49 / -8.45" gap_ev="8.97 / 6.40" total_energy_ha=-5900.85737 multiplicity=6 mol_weight_g_mol=797.18
Fe -1.425433 0.987349 0.942355 -0.476 1.111 -0.230 1.176
C 0.954340 3.072470 0.016149 -0.024 -0.623 0.349 -0.159
Si 1.171187 2.526219 1.805353 0.840 1.792 -0.441 0.443
C 3.049674 2.469161 2.132973 -0.578 -0.078 0.361 -0.175
C 0.426238 3.930772 2.862181 0.334 -0.647 -0.200 -0.146
N 0.307576 1.033353 1.954002 -1.812 -0.343 -0.677 -0.121
C 0.412065 0.193012 3.046904 -0.459 -0.430 0.381 -0.311
C 1.561742 0.009640 3.797885 0.222 -0.177 0.387 -0.020
C 1.606071 -0.892746 4.871701 0.303 0.665 -0.610 -0.079
C 0.512734 -1.656246 5.202953 -0.700 -0.014 -0.216 -0.081
C -0.680467 -1.485901 4.465573 0.304 -0.231 0.539 -0.007
C -0.694810 -0.579189 3.451040 1.220 0.140 -0.322 -0.227
F -1.773873 -0.471658 2.627355 -0.836 0.170 -0.220 0.029
H 1.764602 3.741048 -0.266636 0.002 0.153 -0.002 0.039
H 0.003274 3.581409 -0.114320 -0.157 0.153 -0.157 0.028
H 0.982359 2.212417 -0.658000 0.023 0.091 -0.094 0.007
H 3.475128 3.392145 1.751405 -0.020 0.247 -0.143 0.029
H 3.550607 1.654799 1.619338 0.044 -0.237 -0.054 0.025
H 3.299746 2.436479 3.199046 -0.016 -0.063 -0.143 0.027
H 0.987617 4.844173 2.676779 0.204 0.086 -0.083 0.033
H 0.467500 3.743053 3.932718 -0.106 -0.061 0.130 0.028
H -0.597200 4.142172 2.561503 -0.212 -0.121 0.035 0.010
H 2.437535 0.570517 3.507072 0.068 -0.122 0.185 0.077
H 2.532159 -0.948719 5.424111 0.028 -0.232 0.087 0.106
H 0.579331 -2.388159 6.001261 -0.181 0.149 -0.072 0.107
H -1.576324 -2.046752 4.681423 -0.043 -0.140 0.015 0.125
O -2.215342 -0.570639 -0.248206 0.178 0.258 0.677 -0.034
C -1.931945 0.074813 -1.302116 -0.102 -0.003 -0.409 -0.603
O -1.318902 1.183499 -1.169953 -0.187 -0.388 0.447 -0.039
C -2.362497 -0.478785 -2.667546 -0.283 0.800 0.314 -0.154
C -1.748218 -1.812708 -3.077465 0.701 0.354 0.180 -0.228
Ge 0.145453 -1.988196 -2.550570 -0.100 -0.529 -0.292 0.986
C 0.984456 -3.187423 -3.817822 0.958 -0.339 0.075 -0.265
C 0.935893 -2.898359 -5.186845 -0.041 -0.561 0.351 -0.117
C 1.643684 -3.651810 -6.104805 0.677 -0.727 0.096 -0.088
C 2.473663 -4.694973 -5.653928 -0.293 0.313 0.296 -0.087
C 2.566863 -4.968643 -4.284577 -0.092 -0.099 -0.049 -0.086
C 1.847776 -4.204879 -3.355468 -0.244 0.144 -1.156 -0.097
C 0.148636 -2.947344 -0.881434 -0.240 -0.281 1.306 -0.266
C -0.265729 -4.301801 -0.886549 0.625 0.936 0.061 -0.115
C -0.302699 -5.036419 0.288059 -0.033 0.188 0.285 -0.084
C 0.077755 -4.447100 1.493578 0.303 0.574 -0.301 -0.072
C 0.540671 -3.121332 1.513725 -0.573 -0.398 0.166 -0.071
C 0.487617 -2.352286 0.356516 0.015 -0.676 -0.628 -0.103
C 1.287813 -0.420056 -2.605950 0.311 1.066 0.381 -0.253
C 2.418530 -0.323776 -1.766350 -0.149 -0.271 -0.002 -0.105
C 3.322911 0.730521 -1.874731 0.100 0.266 -0.083 -0.099
C 3.129301 1.721094 -2.838844 -0.061 0.053 -0.294 -0.090
C 2.010491 1.652593 -3.679894 0.129 -0.380 0.438 -0.080
C 1.085571 0.619946 -3.535239 0.509 -0.386 0.318 -0.103
H -2.139287 0.295320 -3.410140 -0.026 -0.120 0.183 0.113
H -3.453318 -0.584791 -2.611729 0.112 0.168 0.008 0.126
H -1.777551 -1.921269 -4.163944 -0.270 -0.054 0.115 0.067
H -2.255067 -2.655381 -2.601620 0.040 0.065 -0.132 0.079
H 0.316842 -2.094760 -5.542849 -0.231 0.286 -0.111 0.090
H 1.568332 -3.460597 -7.171062 0.017 0.096 0.135 0.101
H 3.058042 -5.280592 -6.361265 -0.204 0.086 0.104 0.099
H 3.171747 -5.816623 -3.937256 -0.123 0.490 -0.165 0.105
H 1.957160 -4.411401 -2.298562 -0.080 0.005 -0.019 0.091
H -0.505602 -4.776441 -1.830833 -0.088 -0.042 0.019 0.102
H -0.615547 -6.071309 0.255594 -0.089 -0.021 0.085 0.101
H 0.002475 -4.984880 2.427990 0.160 -0.192 -0.023 0.099
H 0.883955 -2.692627 2.456383 -0.170 -0.024 -0.243 0.091
H 0.703581 -1.290054 0.410145 0.254 -0.038 -0.047 0.076
H 2.627382 -1.091626 -1.010239 -0.200 0.217 -0.367 0.100
H 4.197400 0.780429 -1.211263 -0.440 -0.068 -0.309 0.107
H 3.859760 2.533826 -2.957600 -0.394 -0.404 0.092 0.108
H 1.840146 2.366064 -4.472223 0.115 0.257 0.084 0.100
H 0.227052 0.617949 -4.193375 -0.111 -0.093 -0.027 0.096
F -5.946524 6.226697 3.748189 0.538 -0.550 -0.371 0.102
C -5.142008 5.306782 3.167836 0.004 -0.229 0.110 -0.129
C -5.180402 3.969580 3.570015 -0.204 0.031 0.156 -0.139
F -6.028568 3.595888 4.545487 0.217 0.189 -0.268 0.106
C -4.386469 2.994886 2.977157 0.490 0.353 -0.736 -0.123
F -4.526876 1.719408 3.388263 0.214 0.358 -0.181 0.096
C -3.477711 3.317923 1.920137 -0.996 0.716 0.873 -0.265
O -2.762542 2.447909 1.267975 1.561 -1.919 -0.387 -0.132
C -3.460111 4.687622 1.555571 0.536 -0.585 -0.247 -0.132
F -2.610304 5.061074 0.564963 -0.488 -0.112 0.516 0.087
C -4.256318 5.649055 2.151692 -0.175 0.263 -0.041 -0.144
F -4.184796 6.915181 1.710852 -0.050 -0.280 0.212 0.113